Record 1
The following is a quantum chemistry calculation of an isolated ion of composition C4H11N2O and charge -1 in a non-equilibrium geometry, from the Open Molecules 2025 dataset.

- LUMO energy: 3.80 eV
- Charge: -1
- ΔE to the lowest compared entry with this formula, charge and spin: 57.21 kcal per mole

Geometry as XYZ:
```
18
Properties=species:S:1:pos:R:3:forces:R:3:mulliken_charge:R:1
C -0.227 0.432 1.018 -1.5 -0.5 -0.3 -0.40
N -0.967 -0.766 0.703 -1.2 -1.8 -0.3 -0.51
C -2.374 -0.673 -0.084 -1.8 -0.5 3.7 -0.57
O -3.373 0.129 0.376 1.9 -0.8 -0.3 -0.87
C 0.239 1.016 -0.284 3.5 2.3 0.4 -0.88
N 1.122 0.165 -1.146 1.0 1.7 0.7 -0.35
C 2.459 -0.199 -0.654 1.5 1.8 -1.2 -0.80
H 0.532 0.279 1.791 0.1 -0.1 -0.3 0.36
H -0.940 1.157 1.353 -0.4 1.0 0.9 0.37
H -1.344 -1.330 1.472 1.0 0.8 0.3 0.30
H -2.645 -1.822 0.123 0.5 1.5 -1.2 0.26
H -2.075 -0.414 -1.046 0.5 -0.1 -2.3 0.30
H 0.803 2.066 -0.023 -0.8 -2.4 -0.6 0.25
H -0.585 1.405 -0.850 -0.6 -0.4 -0.5 0.40
H 0.712 -0.710 -1.202 -1.8 -1.9 -0.3 0.35
H 2.830 -1.152 -1.156 -0.4 1.5 0.5 0.28
H 2.637 -0.280 0.387 -0.7 -0.8 1.6 0.28
H 3.194 0.695 -0.777 -0.9 -1.4 -0.8 0.24
```
Forces are in eV/Å.

---

Record 2
The following is a quantum chemistry calculation of a 2-piece molecular cluster, C3H3N3O overall in a non-equilibrium geometry, from the Open Molecules 2025 dataset.

- LUMO energy: 0.47 eV
- ΔE to the lowest compared entry with this formula, charge and spin: 18.21 kcal per mole

Geometry as XYZ:
```
10
Properties=species:S:1:pos:R:3:forces:R:3:mulliken_charge:R:1
N -0.888 -0.160 2.194 0.4 0.4 -0.7 -0.46
C -0.356 0.397 1.258 -0.3 -0.3 0.5 0.57
N -1.266 -1.765 -1.542 0.4 1.1 -1.5 0.03
N -0.986 -1.133 -2.400 -0.5 -1.1 1.5 -0.02
O 1.541 -0.921 -0.340 0.0 0.5 -0.1 -0.50
C 1.329 0.269 -0.460 0.0 -0.3 0.0 -0.06
C 0.336 1.021 0.313 0.0 0.0 0.1 -0.56
H -1.760 -0.661 2.048 0.0 0.0 0.0 0.30
H 1.889 0.880 -1.195 0.0 -0.1 0.1 0.33
H 0.162 2.074 0.124 0.0 -0.1 0.0 0.37
```
Forces are in eV/Å.